Formula: C3H8BrNS
Source: the Open Molecules 2025 dataset
Level of theory: ωB97M-V/def2-TZVPD

```
14
Properties=species:S:1:pos:R:3:forces:R:3
C -1.09063 -0.96929 -0.17993 3.427 -1.089 4.732
C 0.19638 -0.21382 -0.33812 0.997 -1.477 1.304
C 0.33974 0.95162 0.69210 0.143 -3.361 0.974
N 1.53181 1.71124 0.48363 -1.133 1.742 0.663
S 2.63262 1.12016 -0.44908 1.425 0.098 -1.434
Br 5.60791 -0.59881 -0.50111 -0.474 0.308 0.108
H -1.92271 -0.49465 -0.47250 -3.151 2.315 -0.234
H -1.12530 -1.83361 -0.70563 0.407 -2.777 -1.994
H -1.00602 -1.36571 0.90125 -1.247 0.798 -1.285
H 0.18043 0.10465 -1.32896 0.463 1.292 -1.751
H 1.08472 -0.96139 -0.29479 -1.390 1.224 0.234
H -0.63747 1.45012 0.70604 0.656 0.943 -0.097
H 0.39543 0.48334 1.77458 -0.034 0.710 -1.839
H 3.24397 2.30508 -0.82421 -0.091 -0.725 0.620
```
Forces are in eV/Å.

Values from the calculation:
Gap between HOMO and LUMO (spin up / spin down), eV: 5.1 / 8.9
HOMO energy (spin up / spin down), eV: -8.30 / -9.88
E_tot, Ha: -3145.91559
2S+1: 1

---

Formula: C3H8BrOPS
Source: the Open Molecules 2025 dataset
Level of theory: ωB97M-V/def2-TZVPD

```
15
Properties=species:S:1:pos:R:3:forces:R:3
C 1.38044 1.26129 -0.85753 -1.784 -0.349 -1.677
C 1.35613 0.12297 0.13264 -0.533 -1.298 3.212
P 0.22173 -1.20116 -0.39586 -3.130 1.643 -0.845
S 0.59793 -2.07139 -2.07334 -0.360 0.495 0.756
Br 0.10110 -2.51868 1.33556 -0.020 -0.099 0.226
O -1.45407 -0.31132 -0.36577 2.388 -2.509 -0.217
C -2.25767 -0.03163 0.79942 3.753 -0.033 1.535
H 0.37150 1.60622 -1.29476 0.990 -0.921 1.278
H 1.86112 2.18456 -0.64038 0.875 0.333 0.709
H 1.80152 0.78562 -1.71944 0.771 0.270 -0.842
H 0.88465 0.32623 1.16259 0.733 0.276 -1.321
H 2.31431 -0.48966 0.43022 -1.347 1.587 -1.034
H -3.29387 -0.08837 0.69442 -1.517 -0.462 -0.846
H -1.94336 0.95724 1.02744 -0.463 1.406 0.326
H -1.94147 -0.53191 1.76478 -0.356 -0.339 -1.259
```
Forces are in eV/Å.

Values from the calculation:
Gap between HOMO and LUMO, eV: 9.7
HOMO energy, eV: -9.38
SMILES string: CC[P@@](=S)(Br)OC
E_tot, Ha: -3507.89966
2S+1: 1

---

Formula: C3H8BrPS
Source: the Open Molecules 2025 dataset
Level of theory: ωB97M-V/def2-TZVPD

```
14
Properties=species:S:1:pos:R:3:forces:R:3
C -1.81076 0.22515 -0.22117 1.272 -3.544 -2.845
C -0.43861 0.79739 -0.33251 0.668 0.069 -0.773
C 0.47235 0.56317 0.84842 1.379 2.165 0.395
P 0.68556 -2.08487 -0.70055 -0.090 -0.066 -0.159
S 1.66450 -0.96575 0.68323 -0.611 0.975 0.423
Br 3.85969 0.66080 0.05491 -0.547 -0.372 0.020
H -2.32645 0.21118 -1.21028 0.333 0.195 0.668
H -1.71135 -0.86654 0.05680 -0.223 1.005 -0.222
H -2.41583 0.63299 0.45819 -2.319 1.940 2.761
H -0.46006 1.89167 -0.55832 0.149 -0.945 -0.113
H 0.04679 0.20250 -1.11695 -0.133 1.022 -0.641
H 1.18183 1.51592 0.88012 -1.037 -2.499 0.311
H -0.15037 0.54619 1.76926 0.932 -0.606 -0.211
H 1.40272 -3.32979 -0.61116 0.227 0.662 0.386
```
Forces are in eV/Å.

Values from the calculation:
Gap between HOMO and LUMO (spin up / spin down), eV: 7.4 / 6.2
HOMO energy (spin up / spin down), eV: -9.14 / -8.41
E_tot, Ha: -3432.57412
2S+1: 1

---

Formula: C3H8Cl2NO
Source: the Open Molecules 2025 dataset
Level of theory: ωB97M-V/def2-TZVPD

```
15
Properties=species:S:1:pos:R:3:forces:R:3
C 0.73163 1.10767 -1.12510 0.080 -0.015 -0.022
C 0.40782 0.44366 0.16719 -3.699 -1.058 0.556
N 1.08919 -0.86521 0.33836 0.160 -0.287 0.152
C -1.33557 -0.16250 0.33291 3.024 1.979 -1.377
O -1.31926 -0.89850 1.45491 -0.027 -0.142 0.426
Cl -1.61056 -1.14820 -1.14667 -0.136 0.053 0.296
Cl -2.40931 1.23728 0.36552 0.238 -0.412 0.055
H 0.48839 0.47660 -1.97551 -0.020 -0.063 -0.108
H 0.18298 2.03987 -1.21450 -0.079 0.068 0.026
H 1.79520 1.34728 -1.15218 0.066 0.058 -0.067
H 0.54784 1.06649 1.04607 0.084 -0.146 0.108
H 0.90732 -1.42724 -0.50976 0.176 0.060 0.295
H 0.63600 -1.34713 1.13682 0.353 0.043 -0.250
H 2.10035 -0.78363 0.49896 -0.218 -0.080 -0.081
H -2.21202 -1.08644 1.78297 -0.003 -0.060 -0.010
```
Forces are in eV/Å.

Values from the calculation:
Net charge: +1
Gap between HOMO and LUMO, eV: 11.5
HOMO energy, eV: -14.96
SMILES string: C[C@H]([NH3+])C(O)(Cl)Cl
E_tot, Ha: -1169.22256
2S+1: 1

---

Formula: C3H8ClFNOP
Source: the Open Molecules 2025 dataset
Level of theory: ωB97M-V/def2-TZVPD

```
16
Properties=species:S:1:pos:R:3:forces:R:3
O 1.10027 0.34374 -1.99874 0.501 -0.305 -0.074
P 0.30398 1.24283 -0.91486 -0.108 1.704 -0.737
F 0.06787 2.57178 -1.88492 0.028 -0.462 0.488
C 1.83712 1.99220 -0.16877 -0.294 -0.059 -0.284
Cl 2.57494 0.82411 0.93566 0.213 -0.232 0.265
H 0.56263 -0.31777 -2.43873 -0.177 -0.114 0.064
H 1.58079 2.88918 0.39695 -0.017 -0.109 -0.103
H 2.55038 2.23017 -0.96213 -0.144 -0.019 0.103
C -0.09830 -1.88711 0.71405 0.014 -0.466 0.101
N -0.86128 -0.89811 0.78991 0.422 0.151 0.193
C -2.26196 -1.07333 0.99602 -0.344 -0.182 0.057
H -0.42117 -2.93068 0.81621 -0.172 0.004 -0.058
H 0.95625 -1.71983 0.55760 0.344 0.053 -0.032
H -2.58627 -2.12288 0.95996 -0.026 0.051 -0.002
H -2.51916 -0.64917 1.96696 -0.098 0.013 -0.009
H -2.78609 -0.49514 0.23482 -0.141 -0.028 0.029
```
Forces are in eV/Å.

Values from the calculation:
Gap between HOMO and LUMO, eV: 9.6
HOMO energy, eV: -8.89
SMILES string: OP(F)CCl.C=NC
E_tot, Ha: -1150.52659
2S+1: 1

---

Formula: C3H8ClN2
Source: the Open Molecules 2025 dataset
Level of theory: ωB97M-V/def2-TZVPD

```
14
Properties=species:S:1:pos:R:3:forces:R:3
C -0.50542 -0.24268 -1.80502 -0.132 0.079 -0.069
C 0.69604 0.08348 1.81232 0.456 -0.260 1.407
C -0.14018 -0.57202 -0.40769 0.195 -0.457 0.004
N 0.63899 1.56305 0.09109 0.427 1.863 0.012
N 0.37894 0.39037 0.43234 -0.380 -1.446 -0.637
Cl 0.11144 -2.21758 -0.01666 -0.246 0.747 -0.053
H 0.39586 -0.17144 -2.42489 0.071 0.013 0.074
H -1.05986 0.69283 -1.88812 -0.006 -0.016 0.072
H -1.10989 -1.04131 -2.22526 -0.039 -0.030 0.059
H 1.15991 -0.89668 1.89772 -0.015 0.130 -0.097
H -0.20519 0.10068 2.42264 -0.131 -0.038 -0.172
H 1.37191 0.85578 2.17594 -0.085 -0.096 -0.177
H -2.19793 -0.34669 0.81933 0.168 0.004 -0.187
H 0.46539 1.80221 -0.88373 -0.281 -0.496 -0.235
```
Forces are in eV/Å.

Values from the calculation:
Net charge: +1
Gap between HOMO and LUMO (spin up / spin down), eV: 8.8 / 8.6
HOMO energy (spin up / spin down), eV: -14.42 / -15.49
E_tot, Ha: -688.35188
2S+1: 1

---

> What is the E_tot in the sixth record?

-688.35188 Ha